Entry 1:
ORCA calculation (ωB97M-V/def2-TZVPD) on C12H13KN4O3S2 as an isolated structure.

CARTESIAN COORDINATES (ANGSTROEM)
1 K 1.49 0.14 0.07
2 C 1.25 -0.09 3.97
3 C 1.34 1.16 3.11
4 C 1.26 2.42 3.96
5 O 0.26 1.16 2.16
6 C 2.68 1.25 2.32
7 O 3.68 0.78 2.89
8 O 2.62 1.82 1.20
9 H 0.40 -0.03 4.65
10 H 2.17 -0.22 4.54
11 H 1.11 -0.97 3.33
12 H 0.32 2.44 4.54
13 H 1.30 3.31 3.33
14 H 2.09 2.45 4.67
15 H -0.58 1.23 2.62
16 S 0.39 -0.14 -2.74
17 C -0.69 -1.51 -2.84
18 C -1.33 -1.75 -4.07
19 C -2.20 -2.81 -4.30
20 C -2.80 -2.96 -5.61
21 N -3.26 -3.07 -6.66
22 C -2.47 -3.69 -3.25
23 C -1.85 -3.48 -2.03
24 C -0.96 -2.43 -1.76
25 S -0.27 -2.32 -0.16
26 C -3.36 -4.82 -3.42
27 N -4.07 -5.72 -3.54
28 H -1.12 -1.07 -4.88
29 H -2.06 -4.17 -1.22
30 N 1.08 4.53 -0.32
31 N 0.11 3.47 -0.16
32 H 2.01 4.14 -0.25
33 H 0.97 5.14 0.47
34 H 0.54 2.77 0.43
35 H -0.04 3.06 -1.07

Molecular weight   364.49 g/mol
LUMO   4.142 eV
Net charge   -2
Maximum force   0.0350 Eh/bohr
Gap between HOMO and LUMO   5.12 eV
Energy relative to the best compared isomer or geometry (same formula, charge and spin)   60.3 kJ/mol

---

Entry 2:
ORCA calculation (ωB97M-V/def2-TZVPD) on C12H13MnN5O5S2Se as an isolated structure.

CARTESIAN COORDINATES (ANGSTROEM)
1 Mn 0.27 0.36 -0.52
2 O -1.03 -1.33 -0.48
3 C -0.27 -2.46 -0.95
4 C 1.15 -2.35 -0.46
5 C 2.04 -3.40 -0.54
6 C 3.34 -3.22 -0.10
7 C 3.72 -2.00 0.43
8 C 2.79 -0.98 0.45
9 N 1.53 -1.15 0.03
10 H -1.60 -1.61 0.24
11 H -0.28 -2.44 -2.04
12 H -0.72 -3.39 -0.61
13 H 1.71 -4.35 -0.95
14 H 4.06 -4.03 -0.18
15 H 4.72 -1.82 0.78
16 H 3.07 0.01 0.79
17 N -1.24 1.74 -3.42
18 C -1.76 1.94 -2.22
19 N -1.28 1.51 -1.04
20 C -2.11 1.89 0.02
21 C -3.21 2.58 -0.35
22 S -3.27 2.80 -2.04
23 C -1.61 1.60 1.34
24 C -2.10 1.98 2.54
25 S -1.02 1.55 3.80
26 C 0.07 0.87 2.64
27 N -0.38 0.93 1.40
28 N 1.22 0.31 3.03
29 H -0.39 1.22 -3.52
30 H -1.61 2.19 -4.24
31 H -3.97 2.99 0.30
32 H -3.02 2.50 2.73
33 H 1.52 0.40 3.99
34 H 1.89 -0.02 2.36
35 O 0.75 0.00 -2.25
36 Se 2.15 1.00 -2.23
37 O 2.03 2.10 -3.34
38 O 1.63 1.55 -0.67
39 O 3.44 0.11 -2.10

Molecular weight   505.30 g/mol
LUMO (spin up / spin down)   -9.231 / -8.489 eV
Net charge   +2
2S+1   4
Maximum force   0.0354 Eh/bohr
Gap between HOMO and LUMO (spin up / spin down)   5.13 / 5.86 eV

---

Entry 3:
ORCA calculation (ωB97M-V/def2-TZVPD) on C12H13N in the gas phase.

CARTESIAN COORDINATES (ANGSTROEM)
1 C 3.11 -1.47 -0.12
2 C 1.75 -0.77 -0.05
3 C 0.73 -1.66 -0.15
4 C -0.60 -1.20 -0.03
5 N -1.52 -2.19 0.00
6 C -2.80 -1.94 0.11
7 C -3.19 -0.57 0.03
8 C -2.26 0.49 0.02
9 C -2.70 1.94 -0.15
10 C -0.89 0.13 -0.08
11 C 0.19 1.10 -0.17
12 C 1.45 0.59 -0.04
13 C 2.66 1.44 0.20
14 H 3.94 -0.79 -0.72
15 H 3.57 -1.39 1.01
16 H 2.95 -2.56 -0.57
17 H 0.88 -2.70 -0.02
18 H -3.45 -2.76 0.25
19 H -4.24 -0.14 0.23
20 H -2.23 2.48 -0.92
21 H -2.60 2.66 0.77
22 H -3.77 2.08 -0.32
23 H -0.11 2.12 -0.15
24 H 2.45 2.50 0.02
25 H 3.09 1.36 1.32
26 H 3.61 1.26 -0.45

Molecular weight   171.24 g/mol
LUMO   0.366 eV
SMILES   Cc1cc2nccc(C)c2cc1C
Net charge   0
Maximum force   0.0685 Eh/bohr
Gap between HOMO and LUMO   8.77 eV
Energy relative to the best compared isomer or geometry (same formula, charge and spin)   167.5 kJ/mol

---

Entry 4:
ORCA calculation (ωB97M-V/def2-TZVPD) on an isolated ion of composition C12H13N2 and charge +1.

CARTESIAN COORDINATES (ANGSTROEM)
1 C 4.97 -0.09 0.14
2 C 3.42 -0.08 -0.01
3 C 2.62 -1.15 -0.42
4 C 1.28 -1.01 -0.50
5 C 0.74 0.23 -0.18
6 C -0.72 0.26 -0.15
7 C -1.47 -0.47 -1.02
8 N -2.80 -0.22 -0.86
9 N -2.88 0.63 0.17
10 C -1.64 0.94 0.67
11 C -3.88 -0.34 0.38
12 C -5.32 -0.15 0.17
13 C 1.50 1.34 0.23
14 C 2.84 1.19 0.19
15 H 5.28 0.41 1.00
16 H 5.37 -1.08 0.08
17 H 5.42 0.41 -0.71
18 H 3.16 -2.04 -0.68
19 H 0.71 -1.79 -0.94
20 H -1.04 -1.13 -1.76
21 H -1.60 1.47 1.64
22 H -3.68 -1.06 1.14
23 H -5.41 0.55 -0.70
24 H -5.66 0.17 1.14
25 H -5.72 -1.09 -0.26
26 H 1.04 2.13 0.66
27 H 3.46 1.96 0.60

Molecular weight   185.25 g/mol
LUMO   -4.714 eV
SMILES   Cc1ccc(-c2cn3[n+](c2)C3C)cc1
Net charge   +1
Maximum force   0.0648 Eh/bohr
Gap between HOMO and LUMO   7.26 eV
Energy relative to the best compared isomer or geometry (same formula, charge and spin)   316.3 kJ/mol

---

Entry 5:
ORCA calculation (ωB97M-V/def2-TZVPD) on C12H13NO2 in the gas phase.

CARTESIAN COORDINATES (ANGSTROEM)
1 C -0.32 -1.48 2.48
2 C -0.30 -1.34 1.17
3 C 0.00 -0.01 0.44
4 O 0.52 1.01 1.24
5 C -1.35 0.37 -0.12
6 C -2.57 0.59 0.50
7 C -3.63 0.93 -0.27
8 C -3.51 1.19 -1.62
9 C -2.35 0.89 -2.35
10 C -1.26 0.42 -1.55
11 C 0.07 0.05 -1.95
12 O 0.59 0.00 -3.06
13 N 0.75 -0.28 -0.77
14 C 2.10 -0.86 -0.86
15 C 3.18 0.25 -0.49
16 H -0.60 -2.42 3.05
17 H -0.16 -0.67 3.09
18 H -0.87 -2.02 0.57
19 H 1.42 0.93 1.60
20 H -2.70 0.41 1.62
21 H -4.63 1.25 0.25
22 H -4.41 1.43 -2.11
23 H -2.24 1.14 -3.32
24 H 2.31 -1.12 -1.90
25 H 2.16 -1.66 -0.11
26 H 2.79 0.81 0.34
27 H 3.96 -0.33 -0.29
28 H 3.45 0.86 -1.32

Molecular weight   203.24 g/mol
LUMO   0.318 eV
SMILES   C=C[C@]1(O)c2ccccc2C(=O)N1CC
Net charge   0
Maximum force   0.1000 Eh/bohr
Gap between HOMO and LUMO   9.42 eV
Energy relative to the best compared isomer or geometry (same formula, charge and spin)   279.7 kJ/mol

---

Entry 6:
ORCA calculation (ωB97M-V/def2-TZVPD) on C12H14BF3N6O2Sn as an isolated structure.

CARTESIAN COORDINATES (ANGSTROEM)
1 H -0.61 2.59 1.98
2 N -0.18 1.55 0.19
3 B 0.50 0.81 -2.16
4 N 0.33 1.93 -1.03
5 C 0.59 3.25 -1.01
6 Sn -0.91 -0.40 0.64
7 H 1.01 3.71 -1.89
8 C 0.23 3.74 0.25
9 H 0.30 4.74 0.59
10 C -0.26 2.65 0.96
11 H 0.96 1.25 -3.17
12 C -1.69 -2.17 1.34
13 H -2.18 -1.67 2.15
14 H -0.76 -2.72 1.49
15 H -2.36 -2.30 0.52
16 N -0.89 0.17 -2.39
17 N 1.39 -0.33 -1.51
18 N -1.56 -0.40 -1.29
19 N 0.99 -0.98 -0.36
20 C -1.74 0.13 -3.41
21 C 2.55 -0.84 -1.94
22 H -1.43 0.53 -4.34
23 H 3.03 -0.44 -2.83
24 C -2.92 -0.46 -3.03
25 C 2.91 -1.88 -1.09
26 C -2.79 -0.79 -1.69
27 C 1.90 -1.95 -0.13
28 H -3.82 -0.65 -3.62
29 H 3.78 -2.48 -1.17
30 H -3.50 -1.25 -0.96
31 H 1.86 -2.62 0.69
32 H -2.47 0.38 0.97
33 F 1.97 -1.23 5.15
34 C 1.34 -0.26 4.44
35 F 0.35 0.26 5.22
36 F 2.25 0.75 4.20
37 C 0.76 -0.78 3.08
38 O 1.07 -1.93 2.68
39 O 0.00 0.10 2.50

Molecular weight   460.80 g/mol
LUMO   0.442 eV
Net charge   0
Maximum force   0.0760 Eh/bohr
Gap between HOMO and LUMO   8.74 eV
Energy relative to the best compared isomer or geometry (same formula, charge and spin)   236.4 kJ/mol

---

Entry 7:
ORCA calculation (ωB97M-V/def2-TZVPD) on C12H14BeClIN2 as an isolated structure.

CARTESIAN COORDINATES (ANGSTROEM)
1 C -0.76 -1.14 2.31
2 C -2.39 -0.64 3.78
3 H -1.31 -0.47 1.59
4 H 0.05 -0.70 2.95
5 H -0.55 -2.21 1.91
6 H -1.91 -0.13 4.55
7 H -3.20 -1.31 4.09
8 H -1.61 -1.22 3.16
9 C 0.63 -2.50 -1.66
10 C 0.31 -2.63 -3.00
11 C 0.05 -1.48 -3.77
12 C 0.15 -0.22 -3.16
13 H 0.87 -3.34 -1.00
14 H 0.26 -3.62 -3.43
15 H -0.21 -1.56 -4.81
16 H -0.05 0.71 -3.72
17 N 0.67 -1.27 -1.09
18 C 0.46 -0.14 -1.83
19 C 0.63 1.09 -1.03
20 N 0.96 0.84 0.28
21 C 1.17 1.89 1.12
22 C 0.60 3.43 -0.64
23 C 0.97 3.19 0.67
24 H 1.49 1.63 2.12
25 H 1.11 4.02 1.39
26 C 0.44 2.37 -1.52
27 H 0.17 2.47 -2.59
28 H 0.43 4.45 -1.02
29 Be 1.25 -0.76 0.36
30 I -3.45 0.83 2.72
31 Cl 2.78 -1.59 1.26

Molecular weight   357.63 g/mol
LUMO (spin up / spin down)   -0.037 / -0.225 eV
Net charge   0
Maximum force   0.0949 Eh/bohr
Gap between HOMO and LUMO (spin up / spin down)   5.48 / 7.15 eV
Energy relative to the best compared isomer or geometry (same formula, charge and spin)   305.6 kJ/mol

---

Entry 8:
ORCA calculation (ωB97M-V/def2-TZVPD) on C12H14Cl5IrNO4S as an isolated structure.

CARTESIAN COORDINATES (ANGSTROEM)
1 Ir -0.37 -0.20 0.12
2 C -1.26 1.07 -2.81
3 O -0.39 0.07 -2.34
4 C -0.63 -1.24 -2.89
5 C 0.43 -2.19 -2.35
6 O 0.33 -2.26 -0.93
7 C 1.40 -2.98 -0.31
8 C 1.83 -2.24 0.96
9 O 1.93 -0.84 0.76
10 C 3.15 -0.41 0.16
11 H -1.66 0.77 -3.79
12 H -0.65 1.98 -2.92
13 H -2.77 2.25 -2.05
14 H -0.53 -1.18 -3.98
15 H -1.63 -1.59 -2.61
16 H 1.43 -1.83 -2.64
17 H 0.27 -3.19 -2.78
18 H 2.24 -3.06 -1.01
19 H 1.06 -3.99 -0.05
20 H 2.78 -2.64 1.32
21 H 1.07 -2.36 1.74
22 H 4.00 -0.92 0.63
23 H 3.23 0.66 0.33
24 H 3.18 -0.60 -0.92
25 Cl -0.14 3.53 -0.02
26 C -0.54 2.79 1.46
27 C -0.59 1.39 1.53
28 C -0.92 0.85 2.77
29 Cl -1.03 -0.86 2.79
30 C -1.16 1.60 3.93
31 Cl -1.52 0.84 5.41
32 C -1.13 3.01 3.82
33 Cl -1.42 3.96 5.19
34 C -0.84 3.60 2.58
35 Cl -0.86 5.29 2.41
36 O -2.60 -0.63 -0.36
37 S -3.41 0.19 -1.30
38 N -2.32 1.36 -1.85

Molecular weight   637.80 g/mol
LUMO (spin up / spin down)   -10.988 / -10.582 eV
Net charge   +2
2S+1   2
Maximum force   0.0408 Eh/bohr
Gap between HOMO and LUMO (spin up / spin down)   3.32 / 3.99 eV
Energy relative to the best compared isomer or geometry (same formula, charge and spin)   353.4 kJ/mol